{
  "formula": "C21H25NO7",
  "method": "ωB97M-V/def2-TZVPD",
  "homo_ev": -7.9,
  "smiles": "COc1ccc(NC(=O)C[C@@H](CC(=O)O)c2cc(OC)c(OC)c(OC)c2)cc1",
  "orbital_gap_ev": 8.40,
  "e_tot_ev": -38004.8725,
  "symbols": ["C", "H", "O", "C", "C", "C", "C", "C", "C", "H", "H", "N", "C", "O", "C", "H", "H", "C", "C", "C", "C", "C", "C", "C", "H", "O", "C", "H", "H", "H", "O", "C", "H", "H", "H", "O", "C", "H", "H", "H", "H", "H", "C", "C", "O", "O", "H", "H", "H", "H", "H", "H", "H", "H"],
  "coordinates": [[-4.936, 2.796, 1.659], [-5.677, 2.184, 1.134], [-4.085, 2.010, 2.455], [-3.317, 1.060, 1.847], [-3.288, 0.812, 0.480], [-2.447, -0.165, -0.026], [-1.635, -0.918, 0.813], [-1.677, -0.680, 2.185], [-2.502, 0.300, 2.689], [-2.534, 0.501, 3.747], [-1.056, -1.262, 2.844], [-0.777, -1.856, 0.227], [0.118, -2.685, 0.836], [0.126, -2.942, 2.017], [1.169, -3.224, -0.124], [1.465, -4.224, 0.193], [0.791, -3.276, -1.146], [2.385, -2.274, -0.052], [1.912, -0.854, -0.257], [1.706, -0.049, 0.842], [1.123, 1.216, 0.731], [0.785, 1.706, -0.536], [1.032, 0.896, -1.662], [1.564, -0.376, -1.516], [1.723, -0.995, -2.383], [0.712, 1.443, -2.875], [1.073, 0.752, -4.045], [0.818, 1.419, -4.868], [2.146, 0.539, -4.072], [0.512, -0.182, -4.156], [0.297, 2.990, -0.679], [-0.973, 3.127, -1.285], [-1.726, 2.540, -0.748], [-1.216, 4.187, -1.214], [-0.958, 2.825, -2.333], [0.972, 1.852, 1.918], [0.125, 2.974, 2.048], [0.505, 3.836, 1.496], [-0.892, 2.743, 1.718], [0.112, 3.194, 3.115], [1.953, -0.390, 1.835], [2.807, -2.348, 0.954], [3.472, -2.693, -1.057], [4.042, -4.036, -0.680], [3.859, -5.063, -1.277], [4.787, -3.967, 0.428], [5.122, -4.844, 0.672], [3.068, -2.768, -2.066], [4.273, -1.953, -1.033], [-0.702, -1.766, -0.776], [-2.421, -0.336, -1.093], [-3.913, 1.367, -0.203], [-4.374, 3.390, 0.930], [-5.448, 3.466, 2.348]]
}

---

{
  "formula": "C21H26B2N6O2Tc",
  "method": "ωB97M-V/def2-TZVPD",
  "s_squared": 0.77,
  "charge": 2,
  "homo_ev": [-13.7, -13.7],
  "orbital_gap_ev": [7.40, 3.14],
  "spin_multiplicity": 2,
  "e_tot_ev": -38773.1980,
  "symbols": ["Tc", "C", "C", "C", "C", "C", "N", "N", "B", "N", "N", "C", "C", "C", "C", "C", "N", "N", "C", "C", "C", "C", "C", "H", "H", "H", "H", "H", "H", "H", "H", "H", "H", "H", "H", "H", "H", "H", "H", "H", "H", "H", "H", "H", "H", "O", "B", "O", "C", "C", "C", "C", "C", "C", "H", "H", "H", "H"],
  "coordinates": [[-0.030, -0.051, 0.058], [-1.828, -3.225, 0.744], [-1.543, -2.705, -0.618], [-1.851, -3.229, -1.853], [-1.351, -2.341, -2.817], [-1.416, -2.448, -4.298], [-0.768, -1.322, -2.184], [-0.881, -1.533, -0.819], [-0.032, -0.046, -2.707], [1.446, -0.062, -2.166], [1.720, -0.144, -0.812], [3.053, -0.051, -0.629], [3.671, -0.122, 0.722], [3.642, 0.088, -1.875], [2.614, 0.084, -2.814], [2.711, 0.202, -4.294], [-0.784, 1.225, -2.165], [-0.986, 1.422, -0.812], [-1.564, 2.625, -0.626], [-1.923, 3.127, 0.727], [-1.744, 3.204, -1.872], [-1.241, 2.311, -2.813], [-1.194, 2.452, -4.293], [-2.362, -4.169, 0.673], [-0.905, -3.389, 1.300], [-2.440, -2.522, 1.309], [-2.376, -4.149, -2.049], [-1.937, -3.359, -4.579], [-1.949, -1.599, -4.726], [-0.416, -2.474, -4.731], [-0.023, -0.029, -3.891], [2.917, -0.068, 1.507], [4.224, -1.055, 0.833], [4.373, 0.698, 0.859], [4.694, 0.176, -2.083], [3.755, 0.282, -4.586], [2.280, -0.670, -4.786], [2.186, 1.087, -4.652], [-1.498, 2.500, 1.510], [-1.558, 4.144, 0.862], [-3.007, 3.146, 0.845], [-2.194, 4.161, -2.078], [-1.644, 3.397, -4.584], [-0.166, 2.437, -4.656], [-1.738, 1.645, -4.782], [-0.659, -1.053, 2.981], [-0.080, -0.129, 2.130], [0.550, 0.887, 2.844], [0.348, 0.573, 4.168], [0.768, 1.257, 5.294], [0.416, 0.696, 6.529], [-0.315, -0.481, 6.611], [-0.734, -1.163, 5.463], [-0.380, -0.600, 4.249], [1.338, 2.174, 5.224], [0.724, 1.197, 7.436], [-0.569, -0.884, 7.581], [-1.304, -2.081, 5.519]]
}

---

{
  "formula": "C21H26F2N2O",
  "method": "ωB97M-V/def2-TZVPD",
  "homo_ev": -7.2,
  "smiles": "OCC[C@H]1CN(Cc2cccc(F)c2F)CCN1CCc1ccccc1",
  "orbital_gap_ev": 7.89,
  "e_tot_ev": -32645.8250,
  "symbols": ["O", "C", "H", "C", "H", "H", "C", "N", "C", "C", "N", "C", "H", "H", "C", "C", "C", "C", "C", "C", "C", "H", "H", "H", "F", "F", "H", "H", "H", "H", "H", "H", "C", "H", "C", "C", "C", "C", "C", "C", "C", "H", "H", "H", "H", "H", "H", "H", "H", "H", "H", "H"],
  "coordinates": [[2.053, 0.028, 2.627], [2.587, -1.288, 2.229], [3.407, -1.064, 1.491], [1.361, -2.164, 1.615], [1.686, -3.328, 1.332], [0.446, -2.253, 2.427], [0.727, -1.657, 0.487], [-0.562, -1.883, -0.202], [-0.947, -1.111, -1.355], [0.071, -1.578, -2.425], [1.380, -1.221, -2.092], [1.630, -1.912, -0.927], [2.802, -2.003, -0.696], [1.610, -3.002, -0.886], [2.129, -0.215, -2.576], [1.964, 0.925, -1.350], [3.044, 0.981, -0.447], [2.882, 2.129, 0.498], [1.964, 3.176, 0.302], [0.869, 2.957, -0.499], [0.939, 1.864, -1.614], [0.115, 1.857, -2.135], [0.075, 3.724, -0.625], [1.746, 3.921, 1.258], [3.882, 2.523, 1.092], [4.156, 0.338, -0.458], [1.786, -0.059, -3.428], [3.235, -0.303, -2.584], [-0.279, -0.973, -3.190], [-0.122, -2.626, -2.577], [-1.915, -1.256, -1.586], [-0.856, -0.077, -1.202], [-1.545, -1.898, 0.947], [-2.513, -2.381, 0.397], [-1.893, -0.697, 1.711], [-2.589, 0.589, 0.956], [-2.063, 1.643, 0.471], [-2.810, 2.592, 0.186], [-4.096, 2.317, -0.524], [-4.746, 1.162, -0.168], [-3.834, 0.025, 0.625], [-4.499, -0.784, 0.930], [-5.723, 0.753, -0.581], [-4.686, 2.862, -1.080], [-2.484, 3.605, -0.353], [-0.941, 1.813, 0.986], [-2.358, -1.011, 2.637], [-0.785, -0.341, 2.077], [-1.294, -2.635, 1.535], [0.759, -0.364, 0.461], [2.864, -1.723, 3.080], [1.376, 0.022, 3.200]]
}

---

{
  "formula": "C21H26N2O2",
  "method": "ωB97M-V/def2-TZVPD",
  "homo_ev": -8.4,
  "smiles": "CCOC(=O)[C@@]1(Cc2ccccc2)CCCN(Cc2ccccn2)C1",
  "orbital_gap_ev": 9.23,
  "e_tot_ev": -29275.0420,
  "symbols": ["C", "C", "H", "H", "O", "C", "O", "C", "C", "N", "C", "C", "N", "C", "C", "C", "C", "H", "H", "H", "H", "H", "H", "C", "C", "C", "H", "H", "H", "H", "H", "H", "H", "H", "C", "C", "C", "C", "C", "C", "C", "H", "H", "H", "H", "H", "H", "H", "H", "H", "H"],
  "coordinates": [[4.300, -1.603, 1.149], [3.057, -1.405, 0.302], [3.298, -0.904, -0.643], [2.573, -2.359, 0.065], [2.138, -0.590, 1.030], [0.903, -0.497, 0.528], [0.563, -1.053, -0.482], [0.003, 0.354, 1.418], [-1.283, 0.673, 0.647], [-0.966, 1.453, -0.526], [-2.047, 1.563, -1.484], [-1.478, 1.858, -2.846], [-2.042, 2.826, -3.553], [-1.552, 3.094, -4.753], [-0.476, 2.421, -5.307], [0.116, 1.410, -4.562], [-0.392, 1.119, -3.310], [0.024, 0.346, -2.683], [0.958, 0.859, -4.957], [-0.112, 2.679, -6.289], [-2.051, 3.892, -5.289], [-2.784, 2.339, -1.220], [-2.563, 0.600, -1.530], [-0.401, 2.737, -0.174], [0.923, 2.522, 0.552], [0.704, 1.665, 1.794], [0.072, 2.207, 2.503], [1.657, 1.451, 2.280], [1.356, 3.484, 0.829], [1.613, 2.015, -0.125], [-1.088, 3.319, 0.471], [-0.238, 3.304, -1.093], [-1.986, 1.198, 1.322], [-1.740, -0.263, 0.321], [-0.297, -0.463, 2.699], [-0.779, -1.852, 2.393], [0.128, -2.897, 2.264], [-0.302, -4.171, 1.940], [-1.649, -4.421, 1.745], [-2.563, -3.392, 1.889], [-2.130, -2.118, 2.212], [-2.851, -1.322, 2.331], [-3.617, -3.581, 1.749], [-1.986, -5.414, 1.489], [0.417, -4.972, 1.840], [1.180, -2.711, 2.427], [-1.049, 0.076, 3.279], [0.622, -0.516, 3.287], [4.750, -0.643, 1.385], [5.020, -2.209, 0.606], [4.047, -2.105, 2.080]]
}